1.
26
Properties=species:S:1:pos:R:3 method="wB97M-V/def2-TZVPD" e_homo_ev="-4.623 / -8.185" multiplicity=3 molar_mass_g_mol=225.27 homo_lumo_gap_ev="5.2 / 5.8" de_lowest_kj_mol=402.3
C 0.709 0.009 -2.102
C 1.307 0.661 -0.793
C 1.371 -1.108 -2.301
C 2.269 -0.421 -0.347
C 2.431 1.883 1.935
C -0.403 0.374 1.008
C -0.258 0.655 2.297
C 3.079 -0.233 0.720
C -2.609 0.047 -0.226
C -1.374 -0.605 0.423
N 3.242 1.081 1.303
O 0.272 1.194 0.107
O 2.247 -1.431 -1.315
O 3.851 -1.189 1.285
S 0.854 2.023 2.646
H 0.238 0.681 -2.739
H 1.727 1.622 -1.190
H 1.420 -1.894 -3.088
H 2.995 2.768 2.243
H -0.870 0.326 3.098
H -2.871 0.827 0.586
H -3.289 -0.781 -0.533
H -2.310 0.580 -1.016
H -0.812 -1.115 -0.282
H -1.677 -1.311 1.263
H 3.910 -0.915 2.282

---

2.
23
Properties=species:S:1:pos:R:3 method="wB97M-V/def2-TZVPD" e_homo_ev=-8.051 molar_mass_g_mol=177.27 smiles="CS[C@@]1(C)C=Cc2cccnc21" homo_lumo_gap_ev=8.4 de_lowest_kj_mol=55.4
C -2.514 0.359 -0.184
S -1.992 -1.100 0.815
C -0.114 -1.055 0.981
C 0.408 -1.373 2.346
C 0.255 -2.152 -0.100
C 0.810 -1.578 -1.200
C 0.766 -0.139 -1.060
C 1.038 0.966 -1.929
C 1.185 2.233 -1.322
C 0.964 2.393 0.040
N 0.371 1.413 0.830
C 0.439 0.220 0.274
H -3.470 0.164 -0.657
H -1.784 0.529 -0.943
H -2.745 1.329 0.483
H 1.526 -1.581 2.274
H -0.189 -2.203 2.686
H 0.377 -0.546 3.024
H -0.030 -3.182 -0.012
H 0.894 -1.930 -2.177
H 1.390 0.818 -2.884
H 1.292 3.157 -1.857
H 1.126 3.259 0.570

---

3.
25
Properties=species:S:1:pos:R:3 method="wB97M-V/def2-TZVPD" e_homo_ev=-8.341 molar_mass_g_mol=210.17 smiles="CCO[P@@]1(=O)Cc2ccccc2C1=O" homo_lumo_gap_ev=8.1 de_lowest_kj_mol=0.0
C 3.789 -0.891 0.032
C 3.072 0.473 0.120
O 1.701 0.256 0.545
P 0.681 0.130 -0.671
O 1.278 0.164 -2.019
C -0.527 -1.297 -0.347
C -1.815 -0.569 -0.176
C -2.927 -1.425 -0.084
C -4.191 -0.898 0.172
C -4.383 0.466 0.168
C -3.286 1.390 0.055
C -2.014 0.851 -0.110
C -0.797 1.663 -0.322
O -0.531 2.816 -0.458
H 3.662 -1.499 1.018
H 3.284 -1.537 -0.866
H 4.780 -0.789 -0.152
H 3.005 0.911 -0.834
H 3.648 0.967 0.847
H -0.022 -1.655 0.590
H -0.275 -1.947 -1.235
H -2.936 -2.501 -0.360
H -5.068 -1.609 0.390
H -5.331 0.856 0.055
H -3.407 2.468 0.107